# 1
Here is a 2-piece molecular cluster, C9H14 overall from the OMol25 dataset. Energies are from wB97M-V/def2-TZVPD.

```
! RIJCOSX wB97M-V def2-TZVPD def2/J DEFGRID3
* xyz 1 2
C -2.322 -1.618 -1.034
C -0.571 -0.561 -2.363
C -1.430 -0.470 -1.210
C 0.412 0.286 -2.491
C 0.461 1.478 -1.684
C -1.311 0.589 -0.370
C -0.367 1.636 -0.658
H -0.820 -1.516 -3.052
H 1.015 0.084 -3.419
H -2.866 -1.649 -0.087
H -2.049 -2.538 -1.269
H 1.034 2.269 -2.038
H -1.980 0.732 0.428
H -0.334 2.537 0.008
H -3.177 -1.485 -1.631
C 1.633 -0.252 1.827
C 1.870 0.309 3.298
H 0.919 -1.064 1.777
H 1.301 0.540 1.125
H 2.641 -0.588 1.467
H 2.753 1.079 3.340
H 2.201 -0.435 4.085
H 0.989 0.635 3.949
*
```

Calculated values
LUMO energy (alpha / beta) = -4.1402 / -8.4729 eV
expectation value of S² = 0.7659
Kohn-Sham gap (alpha / beta) = 9.86 / 5.53 eV
relative energy (zero: lowest compared OMol25 entry of this formula, charge and spin) = 44.8 kcal per mole

Results of the Mulliken charge analysis, in e, for atoms 1 through 4: C -1.795; C -0.348; C 1.098; C -0.399

***

# 2
Here is the molecule C5H8N2 from the OMol25 dataset. Energies are from wB97M-V/def2-TZVPD.

```
! RIJCOSX wB97M-V def2-TZVPD def2/J DEFGRID3
* xyz 0 1
H 1.198 2.957 -0.680
N 0.905 2.105 -1.099
C 0.470 1.482 -0.053
N -0.109 0.224 -0.128
C -0.297 -0.540 1.049
C 0.359 -0.537 2.228
C -0.479 -0.239 -1.357
C -0.648 -1.522 -1.681
H 0.508 1.906 0.930
H -1.305 -1.028 0.987
H -0.062 -1.036 3.088
H 1.342 -0.093 2.439
H -0.479 0.537 -2.141
H -0.423 -2.334 -0.917
H -0.980 -1.883 -2.664
*
```

Calculated values
LUMO energy = 0.9768 eV
Kohn-Sham gap = 9.31 eV
relative energy (zero: lowest compared OMol25 entry of this formula, charge and spin) = 45.7 kcal per mole

Results of the Mulliken charge analysis, in e, for atoms 1 through 4: H 0.252; N -0.640; C -0.102; N 0.098

***

# 3
Here is a 2-piece molecular cluster, C2H9BN overall from the OMol25 dataset. Energies are from wB97M-V/def2-TZVPD.

```
! RIJCOSX wB97M-V def2-TZVPD def2/J DEFGRID3
* xyz 1 1
B -0.902 -0.256 -0.998
C -3.025 0.576 0.064
C -1.653 0.602 0.031
N 2.434 -0.385 0.472
H -1.323 -0.500 -1.970
H 0.382 -0.642 -0.806
H -3.613 -0.021 -0.683
H -3.508 0.931 1.002
H -1.059 0.820 0.950
H 1.618 -0.204 1.190
H 2.840 -1.382 0.701
H 3.137 0.252 0.580
H 1.735 -0.425 -0.357
*
```

Calculated values
LUMO energy = -4.1242 eV
Kohn-Sham gap = 10.08 eV
relative energy (zero: lowest compared OMol25 entry of this formula, charge and spin) = 45.1 kcal per mole

Results of the Mulliken charge analysis, in e, for atoms 1 through 4: B 0.233; C -0.445; C -0.021; N -0.535

***

# 4
Here is C9H13NOV as an isolated structure from the OMol25 dataset. Energies are from wB97M-V/def2-TZVPD.

```
! RIJCOSX wB97M-V def2-TZVPD def2/J DEFGRID3
* xyz 0 2
C 1.732 1.075 -1.202
C 0.789 0.357 -1.938
C 1.292 -0.947 -2.182
C 2.635 -1.049 -1.609
C 2.871 0.241 -0.991
V 1.408 -0.834 -0.154
N -1.010 1.336 0.722
C -1.959 2.284 0.843
C -2.530 1.257 -0.175
H 0.651 -1.766 -2.603
H -0.199 0.776 -2.279
H 3.124 -2.005 -1.330
H 3.715 0.505 -0.347
H 1.599 2.135 -0.922
H -2.059 1.163 -1.187
H -1.801 3.228 0.332
H -0.034 1.861 0.649
H -2.865 0.262 0.313
H -2.394 2.298 1.804
C -1.236 -1.907 2.105
C 0.154 -1.965 1.490
O 0.979 -2.811 1.891
H -1.996 -1.841 1.320
H -1.301 -0.945 2.627
H -1.568 -2.709 2.820
*
```

Calculated values
LUMO energy (alpha / beta) = -0.1122 / 0.1162 eV
expectation value of S² = 0.7653
Kohn-Sham gap (alpha / beta) = 7.10 / 7.21 eV

Results of the Mulliken charge analysis, in e, for atoms 1 through 4: C -0.543; C 0.009; C -0.790; C -0.477

***

# 5
Here is the molecule C4H8O2 from the OMol25 dataset. Energies are from wB97M-V/def2-TZVPD.

```
! RIJCOSX wB97M-V def2-TZVPD def2/J DEFGRID3
* xyz 0 1
C 1.485 0.665 0.239
C 0.129 -0.059 0.364
C 0.288 -1.526 0.058
O 1.113 -1.960 -0.710
C -1.085 0.259 -0.590
O -2.298 0.454 0.102
H 2.286 -0.069 0.380
H 1.617 1.432 1.010
H 1.664 1.127 -0.736
H -0.264 0.064 1.381
H -0.507 -2.172 0.486
H -0.854 1.078 -1.284
H -1.294 -0.616 -1.219
H -2.279 1.323 0.520
*
```

Calculated values
LUMO energy = 0.7861 eV
Kohn-Sham gap = 10.52 eV
relative energy (zero: lowest compared OMol25 entry of this formula, charge and spin) = 36.3 kcal per mole

Results of the Mulliken charge analysis, in e, for atoms 1 through 4: C -1.247; C 0.678; C -0.359; O -0.490

***

# 6
Here is C28H25AuN4O3 as an isolated structure from the OMol25 dataset. Energies are from wB97M-V/def2-TZVPD.

```
! RIJCOSX wB97M-V def2-TZVPD def2/J DEFGRID3
* xyz 0 1
Au 0.782 -1.269 0.478
C 3.477 -0.160 3.840
C 2.732 -0.780 2.695
N 1.599 -0.302 2.263
N 1.026 0.771 2.738
C 0.159 1.332 1.867
O 0.156 1.044 0.657
C -0.698 2.421 2.372
C -1.803 2.784 1.605
C -2.611 3.829 2.005
C -2.311 4.529 3.163
C -1.217 4.166 3.934
C -0.413 3.110 3.547
C 3.265 -1.879 1.946
C 4.407 -2.589 2.364
C 4.914 -3.607 1.594
C 4.277 -3.926 0.394
C 3.166 -3.195 0.035
N 2.676 -2.196 0.763
H 2.952 0.747 4.133
H 4.498 0.091 3.555
H 3.510 -0.836 4.693
H -2.008 2.227 0.703
H -3.478 4.102 1.420
H -2.930 5.359 3.467
H -0.999 4.710 4.842
H 0.443 2.816 4.135
H 4.867 -2.334 3.302
H 5.788 -4.158 1.910
H 4.638 -4.717 -0.241
H 2.642 -3.412 -0.886
C -2.670 0.046 -4.585
O -1.571 -0.194 -3.742
C -1.088 0.836 -2.997
C -1.673 2.096 -2.953
C -1.065 3.142 -2.280
C 0.170 2.962 -1.684
C 0.755 1.709 -1.712
C 0.117 0.626 -2.303
N 0.745 -0.643 -2.268
C 0.322 -1.747 -1.525
C -1.137 -2.069 -1.542
C -1.717 -2.694 -2.632
C -3.076 -2.947 -2.630
C -3.840 -2.585 -1.528
C -3.266 -1.997 -0.422
C -1.881 -1.766 -0.399
O -1.277 -1.343 0.688
H -2.810 -0.874 -5.148
H -2.471 0.870 -5.279
H -3.581 0.258 -4.020
H -2.612 2.270 -3.454
H -1.553 4.105 -2.247
H 0.662 3.781 -1.179
H 1.717 1.557 -1.242
H 1.755 -0.561 -2.314
H 0.925 -2.609 -1.843
H -1.104 -2.956 -3.483
H -3.536 -3.420 -3.485
H -4.903 -2.783 -1.534
H -3.848 -1.749 0.453
*
```

Calculated values
LUMO energy = -0.5246 eV
Kohn-Sham gap = 6.81 eV
relative energy (zero: lowest compared OMol25 entry of this formula, charge and spin) = 36.0 kcal per mole

Results of the Mulliken charge analysis, in e, for atoms 1 through 4: Au 1.070; C -1.410; C 0.803; N 0.354

***

# 7
Here is a 2-piece molecular cluster, C11H18O overall from the OMol25 dataset. Energies are from wB97M-V/def2-TZVPD.

```
! RIJCOSX wB97M-V def2-TZVPD def2/J DEFGRID3
* xyz 0 1
C -3.382 -0.500 -1.279
C -2.016 -1.040 -1.666
C -1.332 -1.712 -0.639
C 0.036 -2.118 -0.778
C 0.600 -2.032 -2.010
O 1.842 -2.493 -2.437
C -0.177 -1.547 -3.078
C -1.426 -1.054 -2.947
H -3.294 0.280 -0.521
H -3.973 -1.316 -0.882
H -3.993 -0.130 -2.113
H -1.912 -2.145 0.176
H 0.511 -2.723 -0.001
H 2.401 -2.416 -1.653
H 0.381 -1.567 -4.022
H -1.915 -0.659 -3.808
C -0.100 2.121 1.830
C 1.253 1.569 2.357
C 1.551 0.106 2.089
C 2.310 2.608 1.833
H -0.925 1.459 2.056
H -0.078 2.207 0.728
H -0.168 3.134 2.209
H 1.251 1.973 3.372
H 0.931 -0.362 2.857
H 1.409 -0.339 1.098
H 2.621 -0.102 2.176
H 2.028 3.590 2.222
H 3.344 2.353 2.054
H 2.222 2.856 0.776
*
```

Calculated values
LUMO energy = 0.7664 eV
Kohn-Sham gap = 9.20 eV
relative energy (zero: lowest compared OMol25 entry of this formula, charge and spin) = 33.6 kcal per mole

Results of the Mulliken charge analysis, in e, for atoms 1 through 4: C -1.314; C 0.692; C -0.610; C -0.570

***

# 8
Here is C3H4N2O as an isolated structure from the OMol25 dataset. Energies are from wB97M-V/def2-TZVPD.

```
! RIJCOSX wB97M-V def2-TZVPD def2/J DEFGRID3
* xyz 0 1
O -2.018 0.098 0.449
C -0.711 -0.102 0.125
C 0.363 0.803 0.155
C 1.472 -0.011 0.040
N 1.140 -1.313 -0.093
N -0.173 -1.437 0.028
H -2.052 0.387 1.370
H 0.304 1.879 0.241
H 2.516 0.278 0.015
H -0.719 -0.775 -0.955
*
```

Calculated values
LUMO energy = 0.3203 eV
Kohn-Sham gap = 10.26 eV
relative energy (zero: lowest compared OMol25 entry of this formula, charge and spin) = 83.4 kcal per mole

Results of the Mulliken charge analysis, in e, for atoms 1 through 4: O -0.493; C 0.422; C -0.283; C -0.355

***

Which formula does entry 7 have?
C11H18O

***

Repeat the second record exactly.
Here is the molecule C5H8N2 from the OMol25 dataset. Energies are from wB97M-V/def2-TZVPD.

```
! RIJCOSX wB97M-V def2-TZVPD def2/J DEFGRID3
* xyz 0 1
H 1.198 2.957 -0.680
N 0.905 2.105 -1.099
C 0.470 1.482 -0.053
N -0.109 0.224 -0.128
C -0.297 -0.540 1.049
C 0.359 -0.537 2.228
C -0.479 -0.239 -1.357
C -0.648 -1.522 -1.681
H 0.508 1.906 0.930
H -1.305 -1.028 0.987
H -0.062 -1.036 3.088
H 1.342 -0.093 2.439
H -0.479 0.537 -2.141
H -0.423 -2.334 -0.917
H -0.980 -1.883 -2.664
*
```

Calculated values
LUMO energy = 0.9768 eV
Kohn-Sham gap = 9.31 eV
relative energy (zero: lowest compared OMol25 entry of this formula, charge and spin) = 45.7 kcal per mole

Results of the Mulliken charge analysis, in e, for atoms 1 through 4: H 0.252; N -0.640; C -0.102; N 0.098